[1]
C39H91Li3N4O9 as an isolated structure, computed with the ωB97M-V functional and the def2-TZVPD basis.

Last column: Löwdin charge in e.
CARTESIAN COORDINATES (ANGSTROEM)
Li  5.296  -2.453  1.674  0.782
Li  3.631  -3.498  -0.569  0.798
Li  3.500  -4.874  2.087  0.797
C  2.931  -0.592  2.485  -0.011
C  2.335  -2.006  2.126  -0.634
C  1.014  -2.021  1.495  -0.038
O  3.263  -2.814  1.575  -0.477
H  2.161  0.085  2.853  0.069
H  3.319  -0.147  1.569  0.078
H  3.731  -0.674  3.222  0.035
H  2.139  -2.462  3.097  0.113
H  0.373  -1.144  1.586  0.087
H  0.394  -2.883  1.738  0.073
H  0.977  -1.881  0.415  0.060
C  1.105  3.684  3.379  -0.027
C  -0.302  3.091  3.095  -0.450
C  -1.243  3.363  4.278  -0.090
C  -2.838  3.012  3.880  -0.124
C  -3.149  3.972  2.734  -0.150
C  -2.237  3.800  1.477  -0.433
N  -0.802  3.819  1.840  -0.120
O  -0.058  3.551  0.720  -0.034
C  -2.726  2.562  0.574  -0.012
C  -2.456  5.072  0.583  -0.033
C  -0.160  1.542  2.812  -0.038
H  1.403  3.320  4.363  0.086
H  1.210  4.753  3.190  0.092
H  1.813  3.248  2.674  0.058
H  -0.960  2.817  5.177  0.105
H  -1.130  4.411  4.556  0.110
H  -3.611  3.025  4.648  0.101
H  -2.895  1.939  3.694  0.092
H  -3.091  4.982  3.142  0.118
H  -4.197  3.798  2.493  0.116
H  -3.780  2.350  0.750  0.084
H  -2.598  2.522  -0.508  0.041
H  -2.207  1.672  0.932  0.042
H  -2.340  5.997  1.148  0.087
H  -1.875  5.026  -0.338  0.062
H  -3.458  5.018  0.157  0.085
H  -0.073  0.949  3.722  0.083
H  0.752  1.471  2.219  0.040
H  -0.888  0.998  2.210  0.054
H  0.271  4.393  0.398  0.113
C  4.405  -0.063  -3.825  -0.020
C  5.058  1.388  -3.817  -0.453
C  4.262  2.183  -4.804  -0.187
C  2.838  2.475  -4.374  -0.167
C  3.069  3.264  -3.092  -0.130
C  3.868  2.582  -1.921  -0.450
N  5.129  2.009  -2.524  -0.133
O  5.925  1.362  -1.656  0.006
C  4.182  3.714  -0.983  -0.027
C  2.912  1.608  -1.211  -0.022
C  6.556  1.370  -4.492  0.004
H  4.997  -0.769  -3.242  0.054
H  4.414  -0.456  -4.842  0.094
H  3.477  -0.101  -3.254  0.039
H  4.705  3.172  -4.926  0.126
H  4.298  1.845  -5.840  0.129
H  2.294  1.542  -4.226  0.079
H  2.291  3.012  -5.148  0.120
H  2.045  3.471  -2.781  0.102
H  3.439  4.254  -3.357  0.124
H  4.778  3.282  -0.180  0.088
H  4.492  4.639  -1.468  0.096
H  3.200  3.979  -0.591  0.078
H  3.472  0.689  -1.038  0.051
H  2.511  1.943  -0.254  0.076
H  1.994  1.289  -1.706  0.062
H  6.988  2.346  -4.715  0.086
H  6.485  0.705  -5.352  0.073
H  7.316  0.866  -3.895  0.062
H  5.486  0.523  -1.497  0.062
C  -1.966  -5.807  3.552  -0.055
C  -2.818  -4.562  3.176  -0.445
C  -2.338  -4.266  1.720  -0.165
C  -2.923  -4.977  0.534  -0.210
C  -4.417  -5.095  0.731  -0.128
C  -5.042  -5.494  2.188  -0.397
N  -4.235  -4.864  3.302  -0.132
O  -4.537  -5.145  4.645  0.010
C  -6.479  -4.888  2.077  -0.031
C  -4.990  -7.045  2.284  -0.025
C  -2.402  -3.314  4.143  0.010
H  -0.955  -5.424  3.695  0.062
H  -1.985  -6.543  2.749  0.076
H  -2.117  -6.376  4.470  0.079
H  -2.534  -3.210  1.537  0.114
H  -1.254  -4.381  1.714  0.086
H  -2.385  -5.886  0.264  0.107
H  -2.897  -4.411  -0.397  0.108
H  -4.563  -5.950  0.071  0.102
H  -4.916  -4.303  0.173  0.110
H  -7.227  -5.422  1.491  0.087
H  -6.926  -5.013  3.064  0.078
H  -6.402  -3.853  1.744  0.079
H  -5.834  -7.381  2.885  0.081
H  -5.169  -7.488  1.304  0.078
H  -4.100  -7.497  2.722  0.070
H  -3.301  -2.837  4.531  0.081
H  -1.893  -2.586  3.511  0.048
H  -1.703  -3.668  4.901  0.065
H  -4.097  -5.980  4.821  0.077
C  -1.181  3.175  -5.137  0.000
C  -2.130  2.712  -3.968  -0.472
C  -3.398  1.976  -4.413  -0.170
C  -3.150  0.592  -4.765  -0.201
C  -2.501  -0.181  -3.593  -0.130
C  -1.193  0.434  -3.103  -0.440
N  -1.376  1.906  -2.994  -0.100
O  -0.328  2.589  -2.365  -0.012
C  -1.141  -0.086  -1.589  -0.018
C  -0.062  -0.073  -4.025  -0.011
C  -2.686  3.932  -3.296  -0.057
H  -1.078  2.342  -5.833  0.063
H  -0.171  3.196  -4.729  0.057
H  -1.298  4.112  -5.681  0.090
H  -4.143  1.961  -3.618  0.133
H  -3.756  2.374  -5.363  0.139
H  -2.432  0.654  -5.583  0.105
H  -4.017  0.234  -5.320  0.126
H  -2.281  -1.154  -4.032  0.110
H  -3.213  -0.317  -2.779  0.115
H  -0.950  -1.125  -1.321  0.064
H  -0.354  0.482  -1.093  0.058
H  -2.082  0.220  -1.134  0.069
H  0.887  -0.063  -3.488  0.041
H  -0.198  -1.131  -4.245  0.078
H  -0.005  0.552  -4.916  0.081
H  -1.993  4.773  -3.262  0.080
H  -2.865  3.764  -2.234  0.061
H  -3.468  4.593  -3.668  0.101
H  -0.623  2.629  -1.453  0.059
O  4.019  0.705  5.430  -0.039
H  4.050  -0.163  5.026  -0.008
H  3.574  0.566  6.265  0.046
O  6.074  -0.648  2.370  -0.075
H  5.636  0.185  2.542  0.060
H  7.005  -0.457  2.483  0.074
O  3.113  -5.274  3.995  -0.065
H  2.715  -4.485  4.363  0.060
H  3.871  -5.444  4.553  0.073
O  2.271  -2.512  -1.689  -0.084
H  1.314  -2.520  -1.699  0.055
H  2.519  -2.273  -2.582  0.053

The HOMO energy is -0.418 Ha. The calculation puts the HOMO-LUMO gap at 3.2 eV. For the molar mass, the calculation gives 781.0 g/mol. As for the charge: +2. For the total energy, the calculation gives -66900.9227 eV.



[2]
C39H91N13O13 as an isolated structure, computed with the ωB97M-V functional and the def2-TZVPD basis.

Last column: Löwdin charge in e.
CARTESIAN COORDINATES (ANGSTROEM)
C  -1.542  -1.372  2.662  0.016
C  -0.307  -2.026  3.091  -0.517
O  0.085  -2.980  2.440  -0.001
N  0.315  -1.600  4.220  0.054
C  -0.447  -1.261  5.486  -0.028
H  -2.134  -0.867  3.425  0.110
H  -2.302  -1.968  2.157  0.107
H  -1.286  -0.740  1.812  0.059
H  1.186  -2.060  4.445  0.133
H  -1.281  -1.891  5.795  0.090
H  -0.711  -0.209  5.385  0.053
H  0.243  -1.289  6.329  0.082
C  -0.818  -2.028  -1.813  -0.045
C  -1.828  -3.144  -2.118  -0.569
O  -1.760  -3.744  -3.181  0.055
N  -2.703  -3.378  -1.179  -0.095
C  -3.729  -4.412  -1.427  -0.002
H  -0.840  -1.293  -2.617  0.109
H  0.170  -2.485  -1.874  0.108
H  -0.928  -1.499  -0.866  0.102
H  -2.635  -3.032  -0.232  0.151
H  -4.645  -3.849  -1.245  0.076
H  -3.729  -5.139  -0.615  0.096
H  -3.728  -4.802  -2.445  0.103
C  -1.143  1.686  3.565  0.044
C  -2.311  1.681  2.608  -0.562
O  -3.277  2.371  2.833  0.034
N  -2.124  0.968  1.523  -0.024
C  -3.100  0.421  0.700  -0.054
H  -0.585  0.774  3.354  0.061
H  -1.456  1.694  4.610  0.104
H  -0.528  2.554  3.329  0.067
H  -1.208  0.544  1.476  -0.081
H  -4.010  0.133  1.226  0.134
H  -2.553  -0.463  0.372  0.071
H  -3.382  1.058  -0.139  0.055
C  -0.343  -1.809  -5.618  0.008
C  -0.781  -0.345  -5.431  -0.559
O  -0.314  0.521  -6.181  0.037
N  -1.704  -0.136  -4.480  0.024
C  -2.196  1.214  -4.107  -0.001
H  0.712  -1.983  -5.830  0.068
H  -0.696  -2.243  -6.553  0.090
H  -0.632  -2.488  -4.816  0.057
H  -2.217  -0.963  -4.211  0.124
H  -3.242  1.444  -4.310  0.096
H  -1.642  1.930  -4.713  0.103
H  -2.149  1.273  -3.019  0.024
C  -5.427  1.701  -1.677  0.035
C  -4.195  0.882  -1.747  -0.510
O  -3.026  1.296  -1.691  -0.257
N  -4.497  -0.408  -1.590  0.085
C  -3.477  -1.415  -1.454  -0.085
H  -5.359  2.390  -0.835  0.105
H  -6.389  1.188  -1.696  0.096
H  -5.538  2.289  -2.588  0.107
H  -5.294  -0.632  -1.012  0.152
H  -2.762  -1.189  -0.663  0.059
H  -2.882  -1.398  -2.368  0.097
H  -3.948  -2.396  -1.391  0.072
C  -1.539  4.630  2.636  0.033
C  -1.833  4.660  1.073  -0.345
O  -1.143  5.353  0.309  0.039
N  -2.678  3.734  0.577  0.135
C  -2.916  3.346  -0.851  -0.010
H  -1.139  5.509  3.141  0.093
H  -0.693  3.961  2.792  0.034
H  -2.253  4.175  3.323  0.078
H  -2.867  3.008  1.253  0.066
H  -3.534  2.452  -0.930  0.016
H  -2.077  2.997  -1.453  0.084
H  -3.313  4.150  -1.470  0.097
C  4.202  -4.747  -2.320  0.029
C  3.304  -4.011  -1.314  -0.570
O  3.728  -3.087  -0.678  0.021
N  2.066  -4.548  -1.178  0.100
C  1.036  -3.980  -0.298  -0.082
H  3.721  -5.685  -2.597  0.076
H  5.148  -4.954  -1.819  0.091
H  4.542  -4.207  -3.204  0.083
H  1.959  -5.514  -1.451  0.143
H  1.129  -4.510  0.650  0.089
H  0.025  -4.078  -0.693  0.100
H  1.153  -2.922  -0.061  -0.039
C  0.715  -1.645  0.586  -0.053
C  0.290  -0.178  0.461  -0.396
O  -0.024  0.420  1.446  -0.207
N  0.033  0.160  -0.819  0.122
C  -0.769  1.318  -1.068  -0.060
H  -0.196  -2.205  0.796  0.109
H  1.494  -1.851  1.320  0.041
H  1.054  -2.003  -0.386  0.061
H  0.356  -0.395  -1.598  -0.240
H  -1.465  1.604  -0.279  0.092
H  -1.427  0.980  -1.868  0.081
H  -0.213  2.213  -1.348  -0.021
C  0.509  3.686  -1.534  0.028
C  -0.296  4.641  -2.381  -0.536
O  -0.289  4.577  -3.596  0.021
N  -1.069  5.575  -1.771  0.003
C  -2.236  6.309  -2.302  -0.069
H  -0.134  2.881  -1.178  -0.032
H  0.940  4.095  -0.620  0.084
H  1.306  3.344  -2.194  0.121
H  -0.909  5.636  -0.775  -0.117
H  -3.049  6.288  -1.576  0.066
H  -2.774  5.853  -3.134  0.071
H  -1.953  7.284  -2.701  0.077
C  2.935  -1.852  -2.525  0.077
C  1.584  -1.090  -2.636  -0.355
O  0.784  -1.185  -1.804  -0.095
N  1.216  -0.358  -3.726  0.094
C  2.118  -0.051  -4.815  -0.070
H  3.755  -1.135  -2.505  0.116
H  3.004  -2.531  -3.374  0.102
H  2.868  -2.456  -1.620  -0.003
H  0.239  -0.105  -3.774  0.098
H  1.678  0.840  -5.261  0.089
H  2.257  -0.728  -5.658  0.082
H  3.139  0.174  -4.505  0.091
C  4.705  -0.807  5.228  0.029
C  4.159  -0.763  3.754  -0.521
O  4.800  -1.143  2.827  0.068
N  3.125  0.055  3.639  0.074
C  2.331  0.217  2.482  -0.063
H  3.954  -1.202  5.913  0.074
H  4.764  0.260  5.441  0.084
H  5.648  -1.348  5.308  0.075
H  2.770  0.390  4.523  0.146
H  1.347  -0.245  2.549  0.070
H  2.738  -0.298  1.612  0.127
H  2.113  1.253  2.221  0.038
C  5.759  -3.810  3.626  0.012
C  4.471  -4.211  2.860  -0.508
O  3.968  -5.300  2.956  0.034
N  3.849  -3.151  2.236  0.052
C  2.521  -3.192  1.695  -0.123
H  5.647  -2.818  4.064  0.018
H  6.713  -3.786  3.100  0.085
H  5.761  -4.285  4.607  0.078
H  4.184  -2.244  2.527  -0.039
H  2.578  -2.735  0.707  0.059
H  1.804  -2.755  2.389  0.070
H  2.280  -4.243  1.532  0.092
C  1.512  5.733  2.099  0.006
C  1.737  4.234  2.289  -0.574
O  2.371  3.701  3.194  0.052
N  1.011  3.643  1.370  0.018
C  1.060  2.159  1.158  -0.056
H  2.218  6.085  1.347  0.090
H  1.846  6.104  3.068  0.085
H  0.544  6.099  1.757  0.064
H  0.225  4.186  1.043  0.065
H  0.221  1.875  0.524  0.077
H  0.894  1.506  2.015  0.049
H  1.903  1.915  0.512  0.142

The HOMO energy is -0.285 Ha. For the relative energy (zero: lowest compared OMol25 entry of this formula, charge and spin), the calculation gives 1040.3 kcal per mole. The calculation puts the HOMO-LUMO gap at 7.5 eV. For the molar mass, the calculation gives 950.2 g/mol. For the total energy, the calculation gives -87869.9482 eV.



[3]
C39H92BN3NbO8 as an isolated structure, computed with the ωB97M-V functional and the def2-TZVPD basis.

Last column: Löwdin charge in e.
CARTESIAN COORDINATES (ANGSTROEM)
C  3.099  3.476  0.226  -0.076
B  2.655  1.949  0.111  -0.520
O  2.554  1.452  -1.222  -0.027
Nb  2.148  0.545  1.944  1.732
C  2.995  -1.238  0.784  -0.314
C  1.993  -2.387  0.542  -0.383
N  2.733  -3.672  0.479  -0.029
C  1.333  -0.867  3.543  -0.337
C  1.112  -0.216  4.939  -0.367
N  1.351  -1.160  6.064  -0.016
C  0.199  0.181  0.783  -0.344
C  -0.729  1.407  0.705  -0.292
C  -1.516  1.694  2.013  -0.383
C  -1.434  3.217  2.270  -0.085
C  -3.012  1.400  1.741  -0.184
C  -3.860  1.318  3.031  -0.179
C  -4.954  0.291  2.830  -0.105
C  -6.186  0.418  3.234  -0.363
C  -7.200  -0.581  2.749  -0.075
C  -6.603  1.540  4.163  -0.055
N  4.047  0.917  2.884  -0.053
C  4.405  0.012  3.875  -0.600
C  4.675  0.571  5.284  -0.005
O  4.567  -1.151  3.702  0.052
C  4.331  2.287  3.238  -0.588
C  3.427  3.170  4.072  -0.054
O  5.330  2.767  2.841  0.104
H  2.816  4.049  -0.661  0.043
H  4.194  3.483  0.302  0.057
H  2.678  3.910  1.132  0.025
H  1.602  1.464  -1.411  0.070
H  1.291  1.932  2.811  -0.047
H  3.872  -1.662  1.280  0.028
H  3.335  -0.921  -0.207  0.024
H  1.180  -2.426  1.273  0.062
H  1.530  -2.263  -0.438  0.088
H  2.917  -4.035  1.407  0.053
H  2.189  -4.365  -0.025  0.042
H  0.339  -1.201  3.226  0.015
H  1.912  -1.790  3.641  0.033
H  0.052  0.040  5.005  0.076
H  1.675  0.705  5.086  0.048
H  1.388  -2.111  5.713  0.056
H  2.299  -0.974  6.384  0.042
H  -0.316  -0.721  1.118  0.034
H  0.522  -0.028  -0.246  0.024
H  -1.470  1.219  -0.087  0.094
H  -0.203  2.316  0.403  0.079
H  -1.129  1.114  2.849  0.106
H  -0.468  3.518  2.665  0.051
H  -2.259  3.552  2.903  0.064
H  -1.617  3.688  1.303  0.074
H  -3.130  0.542  1.079  0.102
H  -3.369  2.271  1.187  0.110
H  -4.349  2.281  3.177  0.092
H  -3.265  1.125  3.926  0.119
H  -4.653  -0.587  2.275  0.107
H  -6.729  -1.490  2.384  0.071
H  -7.888  -0.848  3.557  0.068
H  -7.809  -0.164  1.943  0.077
H  -5.844  1.624  4.933  0.076
H  -6.639  2.472  3.601  0.079
H  -7.571  1.295  4.590  0.067
H  4.847  -0.253  5.964  0.076
H  3.895  1.237  5.640  0.058
H  5.630  1.098  5.215  0.089
H  3.054  4.015  3.503  0.074
H  2.562  2.673  4.503  0.030
H  4.022  3.581  4.888  0.084
C  -1.435  -1.861  7.626  -0.091
C  -2.837  -2.427  7.778  -0.281
O  -2.951  -3.786  7.383  -0.162
C  -2.169  -4.708  8.113  -0.288
C  -2.515  -4.767  9.593  -0.087
H  -1.049  -2.043  6.625  0.063
H  -1.435  -0.787  7.811  0.078
H  -0.739  -2.319  8.331  0.065
H  -3.519  -1.874  7.130  0.115
H  -3.204  -2.296  8.803  0.103
H  -1.102  -4.503  7.972  0.108
H  -2.362  -5.683  7.663  0.115
H  -2.242  -3.844  10.107  0.064
H  -1.981  -5.587  10.075  0.072
H  -3.588  -4.916  9.729  0.078
C  0.670  9.155  -1.907  -0.085
C  1.561  7.977  -1.548  -0.284
O  0.925  6.722  -1.687  -0.160
C  0.493  6.378  -2.989  -0.282
C  1.623  6.279  -4.000  -0.080
H  -0.279  9.095  -1.373  0.081
H  1.163  10.094  -1.650  0.073
H  0.446  9.180  -2.975  0.063
H  1.841  8.050  -0.496  0.119
H  2.493  8.002  -2.123  0.108
H  -0.280  7.075  -3.334  0.105
H  0.015  5.403  -2.893  0.118
H  2.069  7.255  -4.205  0.064
H  1.253  5.878  -4.944  0.073
H  2.415  5.628  -3.626  0.082
C  4.373  -3.062  -3.415  -0.065
C  3.600  -4.324  -3.081  -0.274
O  3.522  -5.249  -4.160  -0.181
C  4.751  -5.769  -4.624  -0.294
C  5.514  -6.560  -3.574  -0.082
H  3.996  -2.613  -4.336  0.074
H  4.281  -2.340  -2.604  0.077
H  5.436  -3.267  -3.561  0.067
H  2.571  -4.053  -2.844  0.112
H  4.009  -4.808  -2.189  0.102
H  5.375  -4.968  -5.038  0.107
H  4.499  -6.431  -5.455  0.113
H  5.875  -5.917  -2.770  0.069
H  6.379  -7.050  -4.023  0.073
H  4.872  -7.319  -3.125  0.081
C  -1.770  -3.060  -5.757  -0.076
C  -1.201  -3.034  -7.165  -0.288
O  0.109  -2.506  -7.242  -0.163
C  1.107  -3.215  -6.525  -0.273
C  1.304  -4.644  -6.998  -0.073
H  -1.678  -2.079  -5.287  0.079
H  -2.823  -3.344  -5.778  0.075
H  -1.245  -3.778  -5.124  0.068
H  -1.818  -2.382  -7.787  0.107
H  -1.240  -4.031  -7.620  0.106
H  0.899  -3.188  -5.450  0.109
H  2.032  -2.658  -6.676  0.117
H  0.437  -5.268  -6.772  0.068
H  2.170  -5.086  -6.504  0.061
H  1.457  -4.675  -8.079  0.080
C  -4.534  0.088  -8.379  -0.082
C  -5.148  1.015  -7.342  -0.287
O  -4.545  0.917  -6.067  -0.159
C  -3.171  1.259  -6.004  -0.278
C  -2.883  2.700  -6.390  -0.079
H  -4.494  -0.936  -8.002  0.076
H  -5.123  0.104  -9.297  0.074
H  -3.515  0.386  -8.633  0.066
H  -6.194  0.743  -7.196  0.116
H  -5.139  2.053  -7.693  0.106
H  -2.576  0.565  -6.609  0.103
H  -2.870  1.105  -4.967  0.121
H  -3.071  2.879  -7.451  0.064
H  -1.838  2.943  -6.193  0.076
H  -3.517  3.383  -5.823  0.082

The HOMO energy is -0.153 Ha. The calculation puts the HOMO-LUMO gap at 6.2 eV. For the molar mass, the calculation gives 834.9 g/mol. As for the charge: -1. For the total energy, the calculation gives -65006.0887 eV.